A 14-piece molecular cluster, C86H180F15N9O15S5 overall at a distorted geometry, computed with ωB97M-V/def2-TZVPD.

ORCA input file:
```
! wB97M-V def2-TZVPD RIJCOSX def2/J DEFGRID3
* xyz 4 1
C -10.725 -11.316 26.437
C -11.797 -10.322 27.002
C -12.805 -9.896 25.903
N -13.804 -8.797 26.449
C -14.393 -9.134 27.823
C -15.285 -10.405 27.750
C -16.437 -10.162 26.800
C -15.964 -9.641 25.426
C -15.004 -8.514 25.521
C -13.123 -7.461 26.630
H -10.259 -10.896 25.531
H -11.273 -12.230 26.109
H -9.917 -11.553 27.097
H -11.310 -9.429 27.445
H -12.373 -10.803 27.795
H -13.385 -10.702 25.462
H -12.251 -9.346 25.153
H -13.562 -9.376 28.479
H -14.937 -8.310 28.215
H -14.646 -11.226 27.384
H -15.569 -10.702 28.755
H -16.951 -11.126 26.674
H -17.091 -9.430 27.306
H -15.555 -10.459 24.847
H -16.837 -9.252 24.921
H -14.677 -8.156 24.544
H -15.475 -7.669 26.003
H -13.074 -7.083 25.653
H -12.162 -7.601 27.106
H -13.804 -6.905 27.252
C -14.646 -16.010 27.867
C -14.534 -17.295 27.137
C -14.392 -17.013 25.679
N -14.096 -18.298 24.779
C -13.856 -17.886 23.319
C -13.330 -19.060 22.498
C -12.040 -19.659 23.050
C -12.322 -20.063 24.479
C -12.780 -18.945 25.339
C -15.311 -19.263 24.873
H -13.822 -15.306 27.775
H -14.810 -16.261 28.918
H -15.537 -15.402 27.551
H -15.421 -17.883 27.376
H -13.715 -17.904 27.536
H -13.519 -16.419 25.489
H -15.264 -16.554 25.259
H -13.150 -17.053 23.393
H -14.824 -17.456 22.986
H -13.358 -18.682 21.474
H -14.094 -19.853 22.409
H -11.293 -18.880 22.936
H -11.719 -20.488 22.435
H -11.462 -20.497 25.014
H -13.062 -20.837 24.448
H -12.207 -18.028 25.494
H -13.084 -19.251 26.336
H -16.219 -18.677 24.895
H -15.169 -19.745 25.832
H -15.274 -20.028 24.102
C -18.205 -19.677 34.492
C -17.114 -19.502 33.487
C -16.651 -18.063 33.422
N -15.327 -17.842 32.518
C -15.152 -16.284 32.528
C -13.916 -15.824 31.767
C -12.664 -16.442 32.290
C -12.834 -17.968 32.134
C -14.043 -18.509 32.929
C -15.715 -18.371 31.108
H -18.572 -20.705 34.456
H -19.029 -18.975 34.310
H -17.925 -19.494 35.521
H -17.458 -19.780 32.474
H -16.266 -20.181 33.741
H -16.506 -17.649 34.402
H -17.313 -17.381 32.872
H -15.161 -16.123 33.579
H -16.083 -15.793 32.224
H -13.843 -14.747 31.825
H -13.967 -16.041 30.700
H -12.518 -16.120 33.310
H -11.867 -16.063 31.663
H -11.960 -18.593 32.442
H -12.951 -18.224 31.047
H -13.896 -18.282 33.981
H -14.156 -19.582 32.772
H -15.106 -17.909 30.357
H -16.687 -18.010 30.795
H -15.697 -19.456 31.068
C -15.517 -10.946 33.856
C -16.654 -10.661 32.921
C -17.868 -10.823 33.750
N -19.123 -10.130 33.085
C -18.927 -8.657 32.625
C -18.497 -7.740 33.822
C -19.715 -7.700 34.738
C -20.187 -9.085 35.221
C -20.313 -10.073 34.074
C -19.555 -10.910 31.841
H -14.571 -10.889 33.307
H -15.560 -11.885 34.377
H -15.512 -10.220 34.643
H -16.639 -11.294 32.019
H -16.609 -9.633 32.657
H -17.599 -10.391 34.723
H -18.171 -11.879 33.907
H -18.156 -8.612 31.904
H -19.873 -8.216 32.299
H -17.568 -8.205 34.252
H -18.188 -6.792 33.403
H -19.349 -7.221 35.652
H -20.566 -7.153 34.333
H -19.450 -9.449 35.967
H -21.115 -8.987 35.753
H -20.449 -11.101 34.416
H -21.152 -9.793 33.432
H -19.893 -11.905 32.127
H -18.862 -11.023 31.015
H -20.409 -10.459 31.408
C -8.380 -16.955 33.240
C -7.876 -15.888 32.242
C -7.604 -14.599 32.963
N -6.674 -13.589 32.293
C -7.005 -13.381 30.817
C -6.082 -12.436 30.092
C -4.620 -12.779 30.233
C -4.305 -12.912 31.772
C -5.180 -14.059 32.295
C -6.917 -12.336 33.116
H -9.269 -16.616 33.775
H -7.642 -17.123 34.020
H -8.644 -17.907 32.727
H -8.674 -15.793 31.473
H -7.038 -16.322 31.704
H -7.017 -14.853 33.887
H -8.567 -14.137 33.225
H -6.893 -14.382 30.389
H -8.029 -12.987 30.794
H -6.362 -12.287 29.066
H -6.106 -11.465 30.592
H -4.326 -13.698 29.702
H -4.047 -12.023 29.709
H -3.252 -13.058 32.009
H -4.619 -12.000 32.255
H -5.148 -14.925 31.616
H -4.874 -14.281 33.310
H -6.309 -11.535 32.729
H -6.612 -12.522 34.157
H -7.972 -12.053 32.998
C -14.756 -20.281 38.227
C -13.290 -19.908 38.143
C -12.846 -18.766 39.029
N -11.375 -18.365 38.798
C -11.059 -18.096 37.314
C -9.694 -17.373 37.178
C -9.515 -16.117 38.028
C -9.775 -16.464 39.477
C -11.158 -17.125 39.700
C -10.401 -19.517 39.276
H -15.138 -20.450 39.235
H -14.901 -21.252 37.745
H -15.423 -19.509 37.873
H -13.064 -19.810 37.073
H -12.642 -20.727 38.409
H -12.888 -19.088 40.079
H -13.471 -17.860 38.882
H -11.850 -17.430 36.935
H -11.047 -19.084 36.868
H -9.556 -17.122 36.114
H -8.908 -18.061 37.475
H -10.149 -15.295 37.629
H -8.477 -15.848 37.944
H -9.683 -15.587 40.114
H -9.019 -17.186 39.817
H -12.008 -16.457 39.445
H -11.217 -17.465 40.713
H -10.790 -19.835 40.236
H -9.399 -19.149 39.319
H -10.467 -20.295 38.541
C -7.326 -2.838 32.051
C -8.539 -3.747 32.259
C -8.707 -4.708 31.090
N -9.262 -6.064 31.535
C -9.392 -6.835 30.193
C -9.661 -8.355 30.440
C -8.501 -8.985 31.261
C -8.477 -8.269 32.608
C -8.223 -6.746 32.450
C -10.590 -5.905 32.277
H -6.434 -3.521 32.075
H -7.159 -2.124 32.856
H -7.245 -2.292 31.107
H -9.455 -3.155 32.375
H -8.474 -4.225 33.227
H -7.862 -4.950 30.476
H -9.372 -4.253 30.359
H -8.407 -6.817 29.730
H -10.263 -6.356 29.710
H -9.795 -8.852 29.459
H -10.557 -8.561 31.034
H -7.555 -8.811 30.748
H -8.593 -10.061 31.363
H -7.698 -8.678 33.274
H -9.447 -8.362 33.128
H -7.229 -6.447 32.103
H -8.184 -6.425 33.510
H -11.312 -5.503 31.608
H -10.396 -5.335 33.182
H -10.927 -6.906 32.560
C -10.163 -15.573 27.915
C -8.848 -15.256 27.352
C -8.915 -15.290 25.844
N -7.515 -15.057 25.136
C -7.810 -15.072 23.604
C -6.551 -15.086 22.735
C -5.664 -16.286 23.081
C -5.279 -16.190 24.579
C -6.522 -16.193 25.529
C -6.935 -13.710 25.555
H -10.579 -16.491 27.459
H -10.734 -14.625 27.832
H -10.146 -15.638 29.014
H -8.166 -16.043 27.675
H -8.513 -14.270 27.623
H -9.662 -14.584 25.462
H -9.315 -16.245 25.529
H -8.461 -15.910 23.399
H -8.364 -14.132 23.524
H -6.855 -14.902 21.688
H -6.007 -14.163 22.936
H -6.211 -17.191 22.830
H -4.800 -16.311 22.440
H -4.599 -17.019 24.825
H -4.677 -15.249 24.686
H -7.153 -17.059 25.391
H -6.265 -15.980 26.568
H -6.116 -13.421 24.933
H -6.676 -13.726 26.584
H -7.779 -13.059 25.448
C -13.966 -9.504 37.388
C -12.978 -10.474 36.594
C -12.053 -11.075 37.582
N -10.970 -11.966 36.954
C -10.058 -12.491 38.078
C -9.288 -11.382 38.733
C -8.457 -10.524 37.674
C -9.352 -9.993 36.607
C -10.117 -11.128 35.890
C -11.534 -13.143 36.198
H -14.341 -8.782 36.654
H -13.374 -8.933 38.111
H -14.815 -10.045 37.859
H -12.407 -9.963 35.847
H -13.583 -11.275 36.104
H -12.535 -11.699 38.304
H -11.544 -10.264 38.103
H -10.791 -13.027 38.701
H -9.318 -13.146 37.629
H -9.933 -10.717 39.358
H -8.592 -11.898 39.347
H -7.858 -9.722 38.045
H -7.655 -11.209 37.300
H -10.076 -9.282 37.032
H -8.739 -9.458 35.873
H -10.780 -10.812 35.097
H -9.348 -11.836 35.576
H -12.142 -12.866 35.331
H -12.170 -13.759 36.839
H -10.686 -13.814 35.937
C -13.962 -7.949 31.401
F -14.034 -9.176 30.855
F -15.148 -7.776 32.077
F -12.966 -8.063 32.269
S -13.557 -6.679 30.081
O -14.784 -6.577 29.270
O -13.138 -5.521 30.855
O -12.480 -7.402 29.373
C -6.084 -13.831 38.007
F -7.028 -14.050 38.890
F -5.711 -12.523 38.102
F -4.928 -14.441 38.203
S -6.714 -14.223 36.312
O -5.603 -13.845 35.483
O -7.052 -15.618 36.337
O -7.906 -13.319 36.214
C -15.150 -14.444 35.950
F -14.506 -13.815 34.953
F -15.393 -13.463 36.853
F -16.401 -14.723 35.365
S -14.254 -15.946 36.636
O -13.878 -16.668 35.404
O -13.175 -15.392 37.420
O -15.244 -16.643 37.439
C -16.518 -13.194 29.309
F -16.924 -11.921 29.663
F -16.645 -13.311 27.961
F -15.171 -13.259 29.457
S -17.495 -14.479 30.306
O -16.845 -15.763 29.921
O -17.198 -14.021 31.654
O -18.822 -14.237 29.822
C -11.631 -12.333 30.238
F -10.626 -12.253 29.337
F -12.176 -11.051 30.146
F -12.484 -13.197 29.701
S -11.016 -12.768 31.959
O -10.502 -14.107 31.730
O -10.011 -11.667 32.100
O -12.153 -12.541 32.829
*
```

Values from the calculation:
Total energy in Eh: -8493.9898
HOMO-LUMO gap in eV: 8.52
E_HOMO in eV: -15.4
E_LUMO in eV: -6.889